Record 1
118
Properties=species:S:1:pos:R:3:lowdin_spin:R:1 method="wB97M-V/def2-TZVPD" multiplicity=4 e_tot_ev=-149345.8212 gap_ev="7.84 / 6.67" charge=+1
Cl -3.88236 3.77594 1.14799 0.00
H -1.39662 -1.31262 4.33582 0.00
O -1.45090 -0.05285 -1.03447 -0.01
C 0.62620 1.15966 4.00862 0.00
H 8.04203 -7.00081 -1.61968 0.00
H -1.97949 -3.16475 -1.56799 0.00
H 0.24252 -4.05962 -2.16261 0.00
H -3.46151 -2.57934 0.25101 0.00
C -3.62161 2.40300 -2.60032 0.00
C 6.71568 1.82114 -3.68443 0.02
Cl -5.08412 4.47974 -1.65855 0.00
H 4.55772 -2.20449 -4.32727 0.00
H 5.46481 -0.84609 5.61979 0.00
H 1.67390 -3.63027 -1.20690 0.01
H 0.91626 -2.43154 -2.26912 0.00
H 3.07747 2.44917 -1.76290 0.00
C -3.99628 3.16275 -1.48561 0.00
C 3.38006 -0.07987 1.90933 0.00
C 2.44610 -0.28961 -4.42813 0.00
C 5.70006 2.27494 -2.86782 0.00
H 7.31731 2.52156 -4.24381 0.00
N 1.84427 -0.29505 -1.50589 0.28
H 0.82143 0.09371 3.91883 0.00
H 1.35111 3.52969 3.51945 0.00
H 6.50452 -0.16280 1.74896 0.00
Pr 0.31508 0.47781 0.03813 2.04
H 1.62623 2.91189 -3.73297 0.00
C 5.39910 -3.68734 -3.01323 0.01
C 5.09271 0.02905 -2.28780 0.01
H -4.85326 -1.33559 3.31820 0.00
C 1.99891 0.80354 -3.70000 0.00
C 2.92324 1.13566 -6.29797 0.00
H 6.41912 -5.15251 -4.18428 0.00
Cl -4.23742 2.81570 -4.14442 0.00
C 4.71897 -1.11056 3.59499 0.00
H 6.73648 -3.25876 1.31227 0.00
N 4.54143 -0.25649 2.43029 0.00
C 6.20539 1.29879 3.29828 0.00
H 3.28711 1.26773 -7.30527 0.00
H 2.47999 3.21528 -6.02189 0.00
H 3.46619 -3.52649 -3.87644 0.00
H -3.06960 -0.99391 4.73906 0.00
H 7.17235 1.75992 3.08960 0.00
C 7.12923 -5.15158 -2.16808 0.00
H 5.78788 -1.91442 0.62413 0.01
C -4.26859 -1.55087 2.42692 0.00
C 0.34338 -2.34099 0.73381 0.00
H 4.38243 2.84099 -0.65240 0.00
C 6.15510 -0.41922 -3.07084 0.01
C -0.17058 -2.79533 -0.48541 0.00
C 4.90078 1.40300 -2.13370 0.01
C 0.66171 3.13297 2.75945 0.00
C 6.32771 -4.70198 -3.20612 0.00
C 1.05186 3.73228 1.41075 0.00
H 6.36358 -1.47320 -3.12870 0.00
H 0.90529 4.81874 1.47207 0.00
H -4.25905 -0.66183 1.79999 0.00
C 6.95647 -4.58427 -0.91251 0.01
H -0.50499 3.59053 -1.46845 0.00
C -3.47481 2.84462 -0.23538 0.00
H 3.49253 1.29822 -0.49255 0.00
H 5.48161 2.08219 3.57358 0.00
H 3.77355 -1.59730 3.83696 0.00
C 4.49598 -3.27541 -4.13696 0.01
O 0.73017 1.58213 -1.84988 0.01
C -0.51927 -1.98186 1.78086 0.00
C 0.72041 -3.26599 -1.59262 0.01
C -1.90602 -2.09263 1.64972 0.00
H -2.26381 0.00959 3.54002 0.00
H -4.77307 -2.35142 1.89371 0.00
C 1.50653 0.66394 -2.30838 0.02
C 8.15198 -6.22421 -2.37392 0.00
C -2.84704 -1.95429 2.83368 0.00
H 2.40847 -1.27408 -3.98308 0.00
C -1.55475 -2.83400 -0.63258 0.00
C 6.96667 0.46141 -3.75467 0.00
H 4.44244 0.49287 5.02508 0.00
O 0.24381 3.18446 0.37891 0.00
H 3.23045 -0.98143 -6.29131 0.00
C 3.90578 2.02282 -1.19677 0.00
H 7.78318 0.08645 -4.34991 0.00
N 2.32737 0.04727 1.43869 0.00
C 0.02690 4.11952 -0.67471 0.00
C -2.75076 1.33551 -2.46442 0.00
C 5.22169 -0.23583 4.74993 0.00
H 1.35162 1.60659 4.69907 0.00
Te 3.81644 -1.42202 -1.37221 0.34
H 2.11375 3.51864 1.20139 0.00
H -0.38185 1.31937 4.40260 0.00
C 5.29744 -3.07397 -1.76613 0.15
H 1.41553 -2.41526 0.92242 0.00
C 5.88501 -2.99748 0.68664 0.01
H 8.05943 -6.67256 -3.35915 0.00
H 7.54458 -4.95252 -0.08304 0.00
H 5.47190 1.20060 1.24443 0.00
O 6.40600 0.43065 4.38715 0.00
H -2.90269 -2.95855 3.27854 0.00
C -2.22395 0.95094 -1.20400 0.00
Cl -1.90790 1.33148 1.38898 0.00
H -0.36628 3.41847 3.02315 0.00
C 6.04744 -3.56018 -0.69698 0.03
C -2.35162 -1.00233 3.92357 0.00
Cl -2.21051 0.44449 -3.82315 0.00
C 2.46965 2.22994 -5.57901 0.00
H -0.08624 -1.74082 2.74467 0.00
H 4.75528 -3.80053 -5.05129 0.00
C -2.39928 -2.49552 0.40767 0.00
C -2.61777 1.76620 -0.11663 0.00
C 2.90172 -0.12483 -5.72335 0.00
H 0.98311 4.48439 -1.06731 0.00
H 9.15380 -5.80564 -2.28012 0.00
H -0.57095 4.96803 -0.31812 0.00
H 5.47282 -1.86842 3.36054 0.00
C 5.71462 0.52638 2.06616 0.00
H 5.51926 3.33803 -2.77882 0.00
H 4.98167 -3.40056 1.14942 0.00
C 1.99866 2.06393 -4.29111 0.00
O 0.76486 1.71862 2.71365 0.00

***

Record 2
126
Properties=species:S:1:pos:R:3:mulliken_charge:R:1 method="wB97M-V/def2-TZVPD" multiplicity=1 e_tot_ev=-129183.9525 gap_ev=7.99 charge=-1
H -3.80104 -1.24667 1.94241 0.35
H -8.97141 1.88177 3.42825 0.43
C -9.19071 4.59070 5.46835 -0.51
C 4.08566 -1.42769 -2.46809 -0.85
H 4.05971 -1.92007 3.83001 0.39
H 3.49555 -1.99696 -1.64875 0.20
C -8.70954 -1.28408 -1.21624 -1.45
H 0.99828 -4.90378 4.27207 0.40
H -7.41678 -0.97753 1.06853 0.31
C -4.61077 -1.42365 1.15684 -1.31
H -0.20519 3.14642 -1.17601 0.27
H -6.11934 1.72686 2.05870 -0.05
H 4.79701 -5.98011 2.63478 0.40
C 6.95113 1.08143 -2.42690 -0.16
C -3.78657 3.32491 -1.15273 -0.86
F 9.78958 6.37685 -3.07179 -0.32
H -3.60387 -5.48232 -1.63393 0.42
C 4.57506 -3.90297 3.18106 -0.16
F 5.87348 1.27002 2.89872 -0.27
C -5.37845 -0.04063 0.74694 2.07
C 3.72092 -2.94471 3.72122 -0.38
H -5.43265 -2.07743 1.64760 0.29
H -6.85458 -2.45696 -2.55432 0.44
H -5.72611 -9.20931 -1.89771 0.35
H 1.77249 -2.55141 4.54439 0.36
C -0.71773 3.15944 -3.37631 -0.53
C -2.74188 2.74069 -2.18129 0.34
H 8.13046 3.33557 -0.19972 0.30
C 6.73730 0.64220 1.92156 0.36
O 6.03893 -2.22525 -4.19579 -0.51
H -4.25522 -2.00692 0.23991 0.15
O 1.19205 1.92859 -2.24952 -0.26
H 8.38492 4.27724 -2.48922 0.47
H -6.04548 0.79893 -2.53457 0.18
H -9.10851 -1.39942 -2.28308 0.36
H 8.54606 -1.57546 -2.99686 0.16
B 5.13986 -2.48117 -3.08850 0.71
H 2.83982 3.24927 -2.84271 0.32
C -7.53411 4.93547 3.75256 -0.53
H 10.61155 6.47473 1.35348 0.35
C -6.26195 -1.94629 -1.69792 -1.00
H -6.77803 5.54679 3.27363 0.40
H -0.76667 2.16636 -3.94657 0.23
H -7.78859 1.34223 -2.06247 0.30
C -6.28079 -6.55873 0.14693 -0.44
H -5.27533 -1.60574 -2.15889 0.11
C -8.76982 2.86275 3.84268 -0.36
F -5.09084 -4.52897 0.26157 -0.17
H -8.70255 -2.28596 -0.63940 0.35
H -9.73082 4.95158 6.33798 0.35
F 7.31486 1.70311 1.17146 -0.23
H -0.29708 3.92902 -4.13337 0.29
H 4.04640 2.89053 -0.79987 0.32
C 4.14360 -5.21901 3.04556 -0.54
C -6.45406 -7.81001 -0.43565 -0.37
H -8.02619 6.38857 5.25849 0.36
C -4.39545 -6.14528 -1.30439 -0.33
H -3.30849 -0.85336 -1.40398 0.23
H -10.20333 2.69256 5.43490 0.35
F 8.83427 -0.78630 1.99222 -0.20
C 2.85931 -5.55912 3.44191 0.36
H 5.57519 -3.62400 2.86678 0.33
O -2.00281 3.67945 -2.95514 -0.44
O 5.25133 -3.80827 -2.47105 -0.58
H -6.09162 -2.71245 -0.84749 -0.05
C -7.81288 3.67316 3.25278 0.43
C -9.45847 3.32263 4.96036 -0.47
H -7.50038 -0.02961 -3.27734 0.39
C -6.91056 -0.25396 0.32165 -1.28
H -3.89066 -7.73253 -2.66350 0.36
C -4.49736 0.82480 -0.26809 -0.09
C 8.39077 -1.15906 -1.93564 -0.72
In 5.08110 0.33868 -1.40000 0.83
H 2.98897 1.45435 -3.20740 0.14
H 6.90395 -2.68486 -4.04925 0.22
H 3.30168 -1.06457 -3.22715 0.26
H 0.97110 4.10400 -2.22493 0.31
H -6.93548 -6.21790 0.94052 0.39
C 8.87147 4.74478 -1.64071 -0.57
C 9.35476 4.84816 0.71737 -0.54
H -1.90851 0.69799 -2.99379 0.10
C 9.64756 5.87705 -1.83350 0.29
C 3.49353 1.93203 -1.08865 -0.85
C 1.99921 -4.61239 3.97490 -0.34
H 5.90356 -4.33147 -2.98989 0.24
C 2.60277 2.21460 -2.42037 -0.39
H -5.34223 2.94723 0.49686 0.07
Cl 9.69297 1.02632 -3.04080 -0.23
F -7.14340 3.22694 2.17669 -0.20
C -7.17134 -0.72709 -1.18715 1.86
H -9.38917 -0.58719 -0.58597 0.32
C -5.25503 -5.73848 -0.29592 0.33
C -5.59386 -8.23129 -1.44575 -0.50
S 5.65124 -0.52388 0.93066 0.80
O 6.28881 -1.90642 0.90680 -0.72
C 2.43530 -3.29852 4.12023 -0.52
H 2.84829 1.57618 -0.21178 0.31
C 10.12778 5.98762 0.51322 -0.34
O 4.34212 -0.68219 1.71448 -0.64
H 9.23880 4.44331 1.71795 0.41
C -3.47527 0.27770 -1.29545 0.00
C -5.42076 0.81754 2.14190 -1.11
Cl 6.89371 0.92645 -4.27053 -0.18
H 7.49810 -1.64867 -1.41558 0.11
H -4.36530 1.23157 2.31111 0.37
H 10.88534 7.38362 -0.94932 0.40
C -4.64363 2.39892 -0.21619 0.01
C 8.72872 4.22460 -0.35958 0.10
C 10.28008 6.50249 -0.77035 -0.49
H -5.75870 0.10156 2.98123 0.40
C 8.32677 0.44362 -1.89207 0.15
C -7.12046 0.44452 -2.28832 -1.32
H -3.86193 4.47241 -1.09784 0.29
F 7.28343 -1.14376 3.62978 -0.19
F 2.44043 -6.83079 3.30631 -0.34
C 7.86493 -0.12346 2.81143 0.54
H -7.25936 -8.45610 -0.10219 0.35
C 0.38778 3.12379 -2.17321 -0.24
C -2.62622 1.19835 -2.24364 -0.58
F 8.52785 0.75906 3.71361 -0.25
H 9.33590 -1.46604 -1.34018 0.36
H -7.45245 0.76010 0.44771 0.21
H 7.02066 2.21739 -2.21709 0.01
H 8.64688 0.79254 -0.85437 0.07
C -8.23089 5.39918 4.86364 -0.39
C -4.56245 -7.40109 -1.87894 -0.42

***

- The highest multiplicity belongs to which entry?
  C48H55Cl5N3O5PrTe

***

- Which value of multiplicity does entry 2 give?
  1

***

- What is the multiplicity in the second record?
  1

***

- The highest multiplicity belongs to which entry?
  C48H55Cl5N3O5PrTe